[1]
{
  "formula": "C14H16O",
  "method": "the ωB97M-V functional and the def2-TZVPD basis",
  "species": ["C", "C", "C", "C", "C", "C", "C", "H", "H", "H", "H", "H", "H", "H", "H", "C", "C", "C", "C", "C", "C", "C", "O", "H", "H", "H", "H", "H", "H", "H", "H"],
  "coordinates": [[-2.3658, 3.3900, -2.1735], [-2.1822, 0.8843, -1.9266], [-2.5089, 2.1256, -1.3640], [-2.2515, -0.2635, -1.0976], [-2.9511, 2.1989, -0.0467], [-2.4773, -0.1521, 0.2511], [-2.8184, 1.0954, 0.7974], [-2.0628, 0.6739, -2.9726], [-1.8307, -1.1207, -1.6169], [-1.8234, 3.3662, -3.1159], [-1.8332, 4.0999, -1.5351], [-3.1399, 3.1431, 0.4529], [-2.4351, -0.9472, 0.9870], [-3.1909, 1.0926, 1.8136], [-3.3536, 3.7106, -2.5247], [3.3753, -3.5836, 1.4103], [1.7865, -0.7115, -0.4947], [2.4211, -1.8668, -0.2995], [1.4856, 0.1656, 0.5885], [2.7940, -2.3279, 1.0057], [1.8070, -0.2180, 1.9087], [2.4495, -1.4194, 2.0773], [1.0873, 1.3923, 0.3098], [1.5114, -0.3270, -1.4714], [2.6916, -2.5715, -1.0828], [0.3918, 1.3979, -0.3727], [1.5901, 0.4054, 2.7629], [2.9320, -4.2367, 2.1499], [4.3711, -3.4621, 1.9005], [2.7068, -1.7433, 3.0725], [3.8239, -4.1903, 0.6067]],
  "charge": 1,
  "s_squared": 0.767,
  "total_energy_ha": -617.98254,
  "molar_mass_da": 200.28,
  "relative_energy_kcal_mol": 33.5,
  "homo_energy_ev": [-11.9, -11.9],
  "homo_lumo_gap_ev": [8.0, 4.5],
  "spin_multiplicity": 2
}

[2]
{
  "formula": "C14H16O2",
  "method": "the ωB97M-V functional and the def2-TZVPD basis",
  "species": ["C", "C", "C", "C", "C", "O", "C", "C", "H", "H", "H", "H", "H", "H", "H", "H", "C", "C", "C", "C", "C", "O", "C", "C", "H", "H", "H", "H", "H", "H", "H", "H"],
  "coordinates": [[-2.3917, 0.0964, -2.8578], [-0.9210, 0.1080, -2.5647], [-0.2200, 1.2525, -2.3680], [1.2278, 1.2374, -2.3047], [1.8360, 0.0233, -2.1643], [3.1558, -0.1531, -1.8431], [1.1360, -1.1644, -2.4910], [-0.2101, -1.1177, -2.6487], [-2.6251, -0.7437, -3.5186], [-2.8307, 0.9839, -3.3080], [-2.9848, -0.1435, -1.9663], [-0.6580, 2.2360, -2.4743], [1.6201, 2.2336, -2.4550], [3.5860, 0.7045, -1.8746], [1.7288, -2.0678, -2.4472], [-0.7312, -2.0029, -2.9985], [-2.1893, -1.3149, 2.8502], [-0.8811, -0.6015, 2.6163], [-0.4325, -0.3349, 1.3340], [0.7577, 0.3720, 1.1252], [1.5096, 0.7502, 2.2153], [2.5760, 1.5734, 1.9720], [1.1016, 0.4854, 3.5272], [-0.1122, -0.1424, 3.7004], [-2.0382, -2.0254, 3.6605], [-2.4903, -1.9358, 1.9939], [-3.0583, -0.6565, 2.8854], [-0.9476, -0.6616, 0.4389], [1.1890, 0.6551, 0.1753], [3.0884, 1.8661, 2.7206], [1.6433, 0.8963, 4.3686], [-0.4340, -0.4081, 4.7009]],
  "charge": 0,
  "total_energy_ha": -693.52661,
  "molar_mass_da": 216.28,
  "smiles": "Cc1ccc(O)cc1.Cc1ccc(O)cc1",
  "relative_energy_kcal_mol": 18.8,
  "homo_energy_ev": -8.2,
  "homo_lumo_gap_ev": 8.9
}

[3]
{
  "formula": "C14H16O2",
  "method": "the ωB97M-V functional and the def2-TZVPD basis",
  "species": ["C", "C", "C", "C", "C", "O", "C", "C", "H", "H", "H", "H", "H", "H", "H", "H", "C", "C", "C", "C", "C", "O", "C", "C", "H", "H", "H", "H", "H", "H", "H", "H"],
  "coordinates": [[-1.4368, -1.1563, -3.7020], [-1.5650, -1.4742, -2.2379], [-2.6758, -0.9431, -1.5766], [-2.7615, -0.9643, -0.1797], [-1.8276, -1.7434, 0.5041], [-2.0312, -1.9238, 1.8526], [-0.8309, -2.4120, -0.1800], [-0.6935, -2.3162, -1.5673], [-0.8618, -1.8670, -4.2998], [-0.8726, -0.2691, -3.9131], [-2.4199, -1.0361, -4.1496], [-3.3171, -0.2252, -2.0744], [-3.7333, -0.7274, 0.2377], [-1.3114, -1.7429, 2.3780], [-0.1167, -2.9421, 0.4434], [0.0798, -2.8953, -2.0446], [3.1386, 0.2348, 2.7431], [2.2096, 1.0166, 1.8361], [2.6267, 2.2564, 1.3891], [1.8530, 3.0283, 0.5194], [0.6198, 2.5250, 0.1457], [-0.2809, 3.3458, -0.5211], [0.2347, 1.2444, 0.4891], [1.0036, 0.4922, 1.3714], [2.9085, -0.7977, 2.9516], [3.1246, 0.7306, 3.7185], [4.1378, 0.2925, 2.3290], [3.6274, 2.6171, 1.5793], [2.2556, 3.9487, 0.1361], [-1.0724, 3.3413, 0.0098], [-0.7264, 0.8727, 0.1679], [0.7150, -0.5102, 1.6443]],
  "charge": 0,
  "total_energy_ha": -693.52373,
  "molar_mass_da": 216.28,
  "smiles": "Cc1ccc(O)cc1.Cc1ccc(O)cc1",
  "relative_energy_kcal_mol": 20.6,
  "homo_energy_ev": -8.7,
  "homo_lumo_gap_ev": 9.4
}

[4]
{
  "formula": "C14H17BrN8PRhSe",
  "method": "the ωB97M-V functional and the def2-TZVPD basis",
  "species": ["Rh", "N", "N", "N", "C", "N", "N", "H", "H", "H", "C", "P", "C", "C", "C", "C", "C", "C", "C", "H", "H", "H", "H", "H", "H", "H", "H", "H", "H", "H", "Se", "N", "C", "C", "C", "C", "N", "C", "N", "H", "H", "H", "Br"],
  "coordinates": [[0.9789, 0.0182, -0.6110], [1.2065, 5.0570, -2.1256], [1.6476, 3.7885, -1.9252], [2.7866, 3.3714, -2.4310], [2.7907, 2.0947, -2.0802], [1.6904, 1.8038, -1.3844], [0.9465, 2.9015, -1.2977], [1.9518, 5.6940, -2.3683], [0.5198, 5.3589, -1.4521], [3.5769, 1.3996, -2.3218], [-0.9793, -1.0672, -3.4141], [-0.9939, -0.3295, -1.7730], [-2.4468, 0.7315, -1.7269], [-1.1527, -1.6224, -0.5543], [-0.4121, -2.8047, -0.7204], [-0.5074, -3.8159, 0.2230], [-1.3087, -3.6434, 1.3422], [-2.0338, -2.4641, 1.5232], [-1.9572, -1.4558, 0.5865], [-0.1477, -1.7580, -3.5340], [-0.8802, -0.2748, -4.1570], [-1.9259, -1.5894, -3.5637], [-3.3229, 0.0822, -1.7281], [-2.4490, 1.3512, -2.6233], [-2.4538, 1.3767, -0.8521], [0.2230, -2.9392, -1.5862], [0.0413, -4.7375, 0.0820], [-1.3777, -4.4323, 2.0807], [-2.6636, -2.3437, 2.3952], [-2.5418, -0.5535, 0.7181], [-1.3982, 2.3839, 1.9714], [-0.8981, 1.8101, 3.5435], [0.0332, 0.8861, 3.3757], [0.7191, 0.1268, 4.3736], [1.6178, -0.7988, 3.9448], [1.8752, -0.9881, 2.5503], [1.2669, -0.3029, 1.6181], [0.3527, 0.6148, 2.0079], [-0.3080, 1.2891, 1.0844], [0.5159, 0.2929, 5.4236], [2.1585, -1.4107, 4.6537], [2.6062, -1.7202, 2.2263], [2.6534, -1.3808, -1.4940]],
  "charge": 2,
  "total_energy_ha": -6408.47765,
  "molar_mass_da": 590.09,
  "homo_energy_ev": -15.3,
  "homo_lumo_gap_ev": 7.3
}